Run i
The following is a quantum chemistry calculation of one molecule with the formula C6H15NO2, from the Open Molecules 2025 dataset.

Results
2S+1	1
charge	0
structure (SMILES)	C[C@@H](O)C[C@@H](N)[C@@H](C)O

Element x y z (Å)
O  1.7947  1.9570  0.8084
O  -2.6123  -0.8190  -1.3103
N  0.0594  -1.2049  -1.3047
C  -0.4048  -0.1529  -0.3934
C  0.3747  -0.0860  0.9075
C  1.8555  0.5336  0.8279
C  2.7375  0.0585  -0.3104
C  -2.7358  0.6317  0.5737
C  -1.9667  -0.5084  -0.0669
H  2.8241  -1.0311  -0.3229
H  -2.5927  1.5611  0.0123
H  1.4990  2.2408  -0.0733
H  2.3442  0.2734  1.7736
H  -0.3691  0.8006  -0.9311
H  -3.8132  0.4261  0.5676
H  0.4529  -1.0896  1.3396
H  0.2032  -2.0786  -0.7967
H  -0.1569  0.5412  1.6300
H  -2.4315  0.7943  1.6108
H  -2.0475  -1.4035  0.5613
H  -2.0003  -1.4403  -1.7538
H  3.7476  0.4723  -0.2045
H  0.8520  -0.9043  -1.8644
H  2.3860  0.4280  -1.2801

---

Run ii
The following is a quantum chemistry calculation of C6H15NO2 as an isolated structure, from the Open Molecules 2025 dataset.

Results
2S+1	1
charge	0

Element x y z (Å)
O  1.5186  -0.4753  0.5402
O  -1.9904  1.1618  -0.2358
N  -1.3892  -0.1395  -0.3548
C  -1.3857  -1.5643  1.6062
C  0.7410  1.8246  0.5628
C  -0.1385  0.0582  -1.0786
C  2.1880  0.9452  -1.3001
C  1.0766  0.6092  -0.2993
C  -1.5852  -2.5119  0.6086
H  -2.5369  -3.0289  0.5371
H  -0.7320  -3.0909  0.2722
H  3.0953  1.2442  -0.7705
H  -2.2151  -1.1963  2.1948
H  -0.4005  -1.2358  1.9008
H  2.4267  0.0733  -1.9100
H  2.2439  -0.1571  1.0887
H  0.3535  2.6396  -0.0465
H  1.6392  2.1724  1.0810
H  -0.3372  0.7117  -1.9331
H  0.1499  -0.9295  -1.4470
H  1.8922  1.7650  -1.9553
H  -0.0133  1.5650  1.3028
H  -1.6893  -1.4187  -0.3544
H  -2.9116  0.9781  -0.0098

---

Run iii
The following is a quantum chemistry calculation of one molecule with the formula C6H15NO2, from the Open Molecules 2025 dataset.

Results
2S+1	1
charge	0
structure (SMILES)	CC(C)[C@H](C)C(N)(O)O

Element x y z (Å)
O  -1.2844  0.9938  -1.2671
O  -0.4737  1.8265  0.6444
N  -2.4249  0.4898  0.6564
C  2.0018  0.2061  1.1840
C  -1.1030  0.7068  0.0899
C  -0.9068  -1.7544  -0.3714
C  -0.2709  -0.5719  0.3632
C  1.2378  -0.4739  0.0484
C  1.5461  0.2147  -1.2781
H  1.5976  -1.5086  -0.0194
H  3.0638  0.2423  0.9511
H  -0.6986  2.5853  0.0923
H  -0.4862  -2.6864  -0.0023
H  1.6387  1.2185  1.3282
H  -1.9810  -1.7675  -0.2028
H  1.0157  -0.2571  -2.1012
H  -0.7122  -1.6983  -1.4405
H  2.6134  0.1557  -1.4819
H  1.8740  -0.3435  2.1144
H  -3.0018  1.3112  0.5044
H  -1.7782  0.2699  -1.6646
H  1.2602  1.2611  -1.2400
H  -2.3633  0.3296  1.6537
H  -0.3641  -0.7498  1.4393

---

Preferred: run iii; penalty for the next structure: 18.1 kcal/mol.

---

Run i
The following is a quantum chemistry calculation of a 3-piece molecular cluster, C6H15NO2 overall, from the Open Molecules 2025 dataset.

Results
2S+1	1
charge	0

Element x y z (Å)
O  -0.1474  -0.3356  -1.9031
O  2.3543  -0.3349  -0.8782
N  -1.4761  2.1142  -0.9220
C  -1.7565  -0.8386  -0.2582
C  0.0388  0.9593  0.1067
C  -0.3529  1.3023  1.5145
C  1.5984  -0.5419  0.3175
C  1.3478  -2.0077  0.4999
C  -0.6264  0.0307  -0.7042
H  2.8529  0.4854  -0.7992
H  0.8079  -0.1262  -1.9518
H  -1.0226  0.5662  1.9556
H  0.8489  -2.4320  -0.3748
H  -0.8448  2.2733  1.5181
H  2.0847  -0.0749  1.1760
H  -1.4416  2.0017  -1.9354
H  0.7573  1.6084  -0.3739
H  -2.4127  -1.0137  -1.1100
H  -1.3768  -1.8103  0.0639
H  2.2849  -2.5634  0.6340
H  -2.4470  1.9477  -0.6534
H  0.5314  1.3553  2.1512
H  -2.3270  -0.3873  0.5474
H  0.7247  -2.1779  1.3797

---

Run ii
The following is a quantum chemistry calculation of a 2-piece molecular cluster, C6H15NO2 overall, from the Open Molecules 2025 dataset.

Results
2S+1	1
charge	0
structure (SMILES)	CC(C)(N)C(=O)O.CC

Element x y z (Å)
O  1.9993  -0.7385  0.2320
O  0.3564  -1.7277  1.3582
N  0.2340  0.2064  -1.6250
C  -0.0222  -2.2819  -1.6539
C  0.8536  -1.0998  0.2914
C  -0.0070  2.7233  0.7608
C  -0.1442  -0.9664  -0.8534
C  0.4786  1.9752  1.9939
C  -1.5747  -0.7883  -0.3431
H  -1.6486  0.1322  0.2276
H  0.9959  -2.4086  -2.0189
H  -1.0104  3.1137  0.9196
H  1.0397  -1.8096  2.0428
H  -0.1991  1.1592  2.2392
H  -1.8643  -1.6247  0.2852
H  0.6527  3.5598  0.5419
H  -0.0204  2.0622  -0.1031
H  0.5361  2.6397  2.8541
H  1.2454  0.2774  -1.6720
H  -0.2806  -3.1337  -1.0300
H  -0.7004  -2.2537  -2.5048
H  -0.1330  0.1509  -2.5678
H  -2.2535  -0.7245  -1.1899
H  1.4668  1.5575  1.8151

---

Preferred: run ii; penalty for the next structure: 122.3 kcal/mol.

---

Run i
The following is a quantum chemistry calculation of C3H2N2OS as an isolated structure, from the Open Molecules 2025 dataset.

Results
2S+1	1
charge	0

Element x y z (Å)
S  0.9836  0.0347  -1.5597
O  -0.8869  -0.8171  0.0795
N  -0.9358  0.8501  2.9384
N  0.8230  0.7254  -0.0464
C  -0.5489  0.6357  1.8786
C  -0.4205  -1.1581  -1.2506
C  -0.1320  0.2037  0.5855
H  -0.0183  -2.1450  -1.2543
H  -1.2258  -0.9901  -1.9516

---

Run ii
The following is a quantum chemistry calculation of one molecule with the formula C3H2N2OS, from the Open Molecules 2025 dataset.

Results
2S+1	1
charge	0
structure (SMILES)	N#CC1=NSCO1

Element x y z (Å)
S  -0.4181  1.8833  0.5476
O  0.1834  -0.6683  0.4450
N  -0.1546  -1.8545  -2.7791
N  -0.5089  1.0257  -1.0067
C  0.2660  0.3466  1.4276
C  -0.1904  -0.1664  -0.7708
C  -0.1438  -1.1133  -1.8931
H  1.3393  0.4508  1.7292
H  -0.3730  0.0961  2.3004

---

Preferred: run i; penalty for the next structure: 2.8 kcal/mol.

---

Run i
The following is a quantum chemistry calculation of one molecule with the formula C3H2N2OS, from the Open Molecules 2025 dataset.

Results
2S+1	1
charge	0

Element x y z (Å)
S  0.9545  1.8366  0.8099
O  2.4010  1.9206  0.7805
N  0.2825  0.5399  0.6783
N  0.2898  0.5936  -2.0472
C  -0.7444  -1.1950  -0.5002
C  -0.0505  -0.3692  -1.4343
C  -0.5158  -0.5746  0.6837
H  -1.1542  -0.7490  1.5598
H  -1.4628  -2.0028  -0.5305

---

Run ii
The following is a quantum chemistry calculation of one molecule with the formula C3H2N2OS, from the Open Molecules 2025 dataset.

Results
2S+1	1
charge	0
structure (SMILES)	C=NOC(=S)C#N

Element x y z (Å)
S  -1.6118  1.2201  0.6250
O  0.9049  0.5145  0.2678
N  1.6442  -0.7186  -0.0117
N  -1.4324  -1.7265  -1.2933
C  -0.3723  0.2174  0.1298
C  2.8405  -0.2416  -0.0594
C  -0.7316  -1.0195  -0.5739
H  3.1734  0.7867  0.2603
H  3.4746  -1.0472  -0.2467

---

Preferred: run i; penalty for the next structure: 21.8 kcal/mol.

---

Run i
The following is a quantum chemistry calculation of a 2-piece molecular cluster, C3H9O2PS overall, from the Open Molecules 2025 dataset.

Results
2S+1	1
charge	0
structure (SMILES)	CP(C)(=O)O.C=S

Element x y z (Å)
S  2.5346  0.0762  -0.3942
P  -0.6093  -0.7969  0.2044
O  0.5345  -1.3609  0.9763
O  -2.0468  -1.3593  0.7606
C  -0.6775  -1.1033  -1.5754
C  -1.0804  0.9744  0.2584
C  2.8553  1.1369  0.7992
H  -1.6307  1.1861  1.2546
H  -0.3756  -2.0343  -1.7707
H  -2.0974  -1.2772  1.6945
H  -1.5926  -0.8130  -2.0052
H  0.0408  -0.3723  -2.2423
H  2.6970  2.1704  0.8608
H  -0.2114  1.7293  0.0035
H  -1.7617  1.1524  -0.5394
H  3.4212  0.6915  1.7150

---

Run ii
The following is a quantum chemistry calculation of one molecule with the formula C3H9O2PS, from the Open Molecules 2025 dataset.

Results
2S+1	1
charge	0
structure (SMILES)	COCSP(C)O

Element x y z (Å)
S  0.6633  0.1135  -0.5670
P  1.5960  2.2438  -0.0554
O  -1.9234  -0.6997  -1.3270
O  3.1204  1.7356  -0.1081
C  1.2363  1.9633  1.7481
C  -0.6638  -0.6525  -1.8146
C  -2.1990  -1.8253  -0.5208
H  1.9368  2.5496  2.3463
H  -1.4893  -1.8934  0.3092
H  0.2234  2.2790  1.9766
H  -0.6333  0.0042  -2.6842
H  -3.2111  -1.7003  -0.1461
H  1.3393  0.9060  1.9881
H  3.2973  0.8977  0.3369
H  -2.1398  -2.7435  -1.1194
H  -0.1913  -1.6180  -2.0041

---

Preferred: run i; penalty for the next structure: 13.3 kcal/mol.